Entry from the OMol25 dataset: a structure of composition C18H21CaCl3GeN8O7SbSe4 in a non-equilibrium geometry (ωB97M-V with the def2-TZVPD basis set).

As for the lowest unoccupied orbital energy (spin up / spin down): 3.25 / 2.54 eV. The expectation value of S² is 0.7558. The value obtained for the electronic energy is -15644.6223 hartree. As for the HOMO-LUMO gap (spin up / spin down): 5.8 / 5.1 eV. For the molecular weight, the calculation gives 1118.06 Da. As for the highest occupied orbital energy (spin up / spin down): -2.6 / -2.6 eV. As for the energy above the lowest of the compared OMol25 structures with the same formula, charge and spin: 34.2 kcal per mole.

Geometry as ORCA input:
```
! RIJCOSX wB97M-V def2-TZVPD def2/J DEFGRID3
* xyz -2 2
Ca -0.68 0.02 0.23
C -3.30 2.18 2.80
O -2.60 3.39 3.07
C -1.60 3.80 2.24
C -1.33 5.15 2.26
C -0.33 5.71 1.46
C 0.35 4.89 0.59
C 0.11 3.51 0.55
C 0.88 2.75 -0.45
N 0.68 1.53 -0.78
N 1.58 1.02 -1.72
C 1.39 -0.21 -2.07
O 0.41 -1.03 -1.68
C 2.48 -0.75 -2.96
C 3.38 0.11 -3.60
C 4.39 -0.39 -4.39
C 4.52 -1.77 -4.57
C 3.65 -2.63 -3.93
C 2.65 -2.12 -3.10
C -0.82 2.92 1.46
O -0.90 1.62 1.61
H -4.26 2.28 3.30
H -2.78 1.32 3.22
H -3.45 2.03 1.73
H -1.91 5.77 2.93
H -0.12 6.77 1.50
H 1.10 5.30 -0.08
H 1.66 3.30 -0.97
H 3.25 1.18 -3.46
H 5.08 0.29 -4.88
H 5.30 -2.16 -5.22
H 3.73 -3.70 -4.06
H 2.01 -2.79 -2.56
N 2.62 -0.81 0.58
N 2.54 -2.12 1.07
C 1.39 -2.55 1.58
N 1.33 -3.82 2.02
N 0.33 -1.74 1.37
N -0.84 -2.03 2.01
O -1.72 -1.15 1.89
O -1.04 -3.02 2.68
H 3.48 -0.69 0.07
H 2.56 -0.13 1.34
H 3.38 -2.53 1.46
H 2.19 -4.22 2.36
H 0.50 -4.02 2.55
N -4.64 -1.88 0.16
C -4.72 -0.71 -0.73
C -3.43 0.09 -0.73
O -3.49 1.30 -0.52
O -2.34 -0.55 -0.99
H -5.52 -2.36 0.21
H -4.36 -1.60 1.09
H -5.52 -0.02 -0.45
H -4.88 -1.06 -1.75
Se -1.50 -5.51 -0.63
Sb -1.11 -2.47 -2.80
Se -2.73 -1.39 -4.16
Se 0.14 -4.12 -3.97
Se -1.85 -3.31 -0.46
Cl 2.18 1.72 2.79
Ge 0.33 0.64 3.67
Cl 0.22 2.13 5.42
Cl 1.96 -1.39 4.41
*
```

natural (NBO) population analysis, charges in e, atoms 1 to 4: number 1, Ca, carries 1.740; number 2, C, carries -0.247; number 3, O, carries -0.530; number 4, C, carries 0.296


Entry from the OMol25 dataset: a structure of composition C42H80F18N7O12S6 in a non-equilibrium geometry (ωB97M-V with the def2-TZVPD basis set).

As for the lowest unoccupied orbital energy: -2.34 eV. The value obtained for the electronic energy is -7120.5959 hartree. As for the HOMO-LUMO gap: 7.6 eV. For the molecular weight, the calculation gives 1409.51 Da. As for the highest occupied orbital energy: -9.9 eV.

Geometry as ORCA input:
```
! RIJCOSX wB97M-V def2-TZVPD def2/J DEFGRID3
* xyz 1 1
C -0.87 4.66 3.24
C -0.47 5.39 1.99
C 0.94 6.13 2.05
N 2.12 5.28 1.36
C 2.26 3.86 1.94
C 3.53 3.15 1.49
C 4.90 3.93 1.51
C 4.71 5.27 0.97
C 3.51 6.03 1.53
C 1.76 5.25 -0.17
H -1.74 4.05 3.04
H -1.09 5.26 4.13
H -0.07 3.99 3.55
H -1.15 6.24 1.93
H -0.68 4.79 1.10
H 1.26 6.39 3.06
H 1.07 7.05 1.48
H 2.39 4.09 2.99
H 1.39 3.30 1.60
H 3.47 2.19 2.01
H 3.39 2.90 0.44
H 5.28 3.88 2.53
H 5.57 3.41 0.82
H 5.63 5.81 1.18
H 4.68 5.17 -0.11
H 3.54 6.13 2.62
H 3.48 7.07 1.20
H 2.48 4.72 -0.78
H 1.83 6.29 -0.51
H 0.70 5.03 -0.32
C -4.54 -2.17 -3.72
C -3.36 -3.18 -3.79
C -2.44 -2.95 -2.60
N -1.11 -3.78 -2.51
C -0.14 -3.46 -3.64
C 1.31 -3.82 -3.41
C 1.78 -3.27 -2.08
C 0.88 -3.80 -0.98
C -0.52 -3.32 -1.11
C -1.38 -5.33 -2.40
H -5.33 -2.43 -4.42
H -4.12 -1.18 -3.90
H -4.94 -2.15 -2.70
H -2.89 -3.08 -4.77
H -3.74 -4.21 -3.81
H -2.94 -2.96 -1.63
H -2.06 -1.93 -2.69
H -0.21 -2.38 -3.79
H -0.52 -4.07 -4.45
H 1.90 -3.40 -4.23
H 1.55 -4.88 -3.50
H 1.84 -2.19 -2.04
H 2.80 -3.58 -1.85
H 1.29 -3.43 -0.04
H 0.83 -4.83 -0.65
H -0.44 -2.23 -1.02
H -1.13 -3.74 -0.30
H -0.41 -5.82 -2.27
H -1.69 -5.69 -3.38
H -2.15 -5.49 -1.65
C -2.35 4.81 -1.76
C -3.30 3.70 -1.28
C -4.59 3.72 -2.10
N -5.46 2.37 -1.90
C -6.09 2.53 -0.50
C -7.19 1.46 -0.18
C -8.32 1.45 -1.21
C -7.75 1.35 -2.58
C -6.66 2.38 -2.85
C -4.71 1.05 -2.03
H -2.06 4.63 -2.79
H -1.42 4.89 -1.20
H -2.86 5.77 -1.88
H -3.63 4.07 -0.31
H -2.89 2.69 -1.14
H -4.51 3.66 -3.19
H -5.31 4.53 -1.97
H -6.56 3.51 -0.58
H -5.28 2.70 0.21
H -7.57 1.57 0.83
H -6.88 0.41 -0.14
H -8.95 2.34 -1.18
H -9.00 0.62 -1.02
H -8.62 1.45 -3.23
H -7.40 0.35 -2.83
H -7.12 3.37 -2.83
H -6.24 2.22 -3.85
H -4.05 1.11 -2.89
H -5.43 0.24 -1.95
H -4.16 0.91 -1.10
C 1.88 0.16 5.76
C 2.20 -1.26 5.24
C 3.55 -1.26 4.38
N 3.72 -2.46 3.39
C 5.22 -2.56 2.84
C 5.52 -1.44 1.74
C 4.51 -1.56 0.66
C 3.05 -1.41 1.17
C 2.68 -2.42 2.27
C 3.54 -3.88 4.10
H 1.37 0.15 6.73
H 1.20 0.69 5.10
H 2.76 0.76 5.93
H 1.34 -1.68 4.72
H 2.38 -1.97 6.05
H 4.43 -1.30 5.02
H 3.70 -0.36 3.78
H 5.98 -2.67 3.62
H 5.34 -3.52 2.33
H 5.62 -0.48 2.24
H 6.52 -1.54 1.34
H 4.76 -0.86 -0.14
H 4.51 -2.53 0.16
H 2.97 -0.39 1.55
H 2.30 -1.54 0.39
H 1.66 -2.20 2.59
H 2.81 -3.33 1.68
H 3.74 -4.76 3.50
H 2.53 -4.13 4.44
H 4.22 -3.99 4.95
C 2.67 -0.29 -5.41
F 1.61 -1.05 -5.03
F 2.24 0.81 -6.02
F 3.35 0.01 -4.35
S 3.81 -1.36 -6.46
O 5.17 -0.78 -6.25
O 3.57 -2.70 -5.93
N 3.16 -1.23 -8.09
S 4.45 -1.50 -8.95
O 5.64 -2.16 -8.49
O 4.02 -2.05 -10.21
C 5.03 0.27 -9.39
F 6.17 0.06 -10.01
F 4.24 0.87 -10.30
F 5.13 1.05 -8.26
C -2.95 -1.08 1.68
F -4.12 -1.18 1.12
F -3.31 -0.98 2.96
F -2.19 -2.26 1.44
S -2.02 0.55 1.05
O -3.00 1.60 1.22
O -0.84 0.67 1.92
N -1.75 0.20 -0.60
S -0.38 1.00 -0.75
O -0.40 2.42 -0.33
O 0.86 0.29 -0.33
C -0.31 1.16 -2.70
F 0.81 1.72 -3.09
F -0.38 -0.04 -3.32
F -1.35 1.95 -3.09
C -2.37 -2.35 5.73
F -3.47 -1.74 6.17
F -2.69 -3.28 4.86
F -1.57 -1.49 5.22
S -1.56 -3.09 7.41
O -0.32 -2.33 7.67
O -2.68 -2.95 8.38
N -1.39 -4.85 7.27
S -0.27 -5.11 6.19
O -0.57 -6.32 5.40
O 0.20 -3.95 5.40
C 1.29 -5.60 7.24
F 1.95 -4.47 7.50
F 0.83 -6.19 8.34
F 2.10 -6.35 6.55
*
```

Löwdin population analysis, charges in e, atoms 1 to 4: number 1, C, carries -0.093; number 2, C, carries -0.206; number 3, C, carries -0.044; number 4, N, carries -0.208


Entry from the OMol25 dataset: the molecule CH3BrCl2OSi in a non-equilibrium geometry (ωB97M-V with the def2-TZVPD basis set).

As for the lowest unoccupied orbital energy: 0.45 eV. The value obtained for the electronic energy is -3899.2038 hartree. The SMILES is CO[Si](Cl)(Cl)Br. As for the HOMO-LUMO gap: 11.1 eV. For the molecular weight, the calculation gives 209.93 Da. As for the highest occupied orbital energy: -10.6 eV. As for the energy above the lowest of the compared OMol25 structures with the same formula, charge and spin: 3.5 kcal per mole.

Geometry as ORCA input:
```
! RIJCOSX wB97M-V def2-TZVPD def2/J DEFGRID3
* xyz 0 1
C -1.47 -0.01 0.10
O -0.28 0.38 -0.61
Si 1.30 0.21 -0.10
Cl 2.38 1.07 -1.53
Cl 1.55 0.95 1.71
Br 1.70 -2.00 -0.17
H -1.23 -0.16 1.22
H -1.59 -0.93 -0.44
H -2.36 0.48 -0.18
*
```

natural (NBO) population analysis, charges in e, atoms 1 to 4: number 1, C, carries -0.253; number 2, O, carries -0.916; number 3, Si, carries 1.551; number 4, Cl, carries -0.325


Entry from the OMol25 dataset: a structure of composition C41H59Cl2GeN2O6Ti (ωB97M-V with the def2-TZVPD basis set).

As for the lowest unoccupied orbital energy: 1.50 eV. The value obtained for the electronic energy is -6005.5520 hartree. As for the HOMO-LUMO gap: 6.6 eV. For the molecular weight, the calculation gives 867.31 Da. As for the highest occupied orbital energy: -5.1 eV. As for the energy above the lowest of the compared OMol25 structures with the same formula, charge and spin: 0.0 kcal per mole.

Geometry as ORCA input:
```
! RIJCOSX wB97M-V def2-TZVPD def2/J DEFGRID3
* xyz -1 1
Ti -1.00 -0.58 0.06
C -2.12 -4.27 -3.10
C -2.03 -4.01 -1.59
C -3.24 -4.57 -0.86
C -0.72 -4.51 -1.04
C -0.52 -5.85 -0.74
C 0.69 -6.31 -0.25
C 1.73 -5.42 -0.05
C 1.59 -4.07 -0.34
C 2.72 -3.12 -0.01
C 3.08 -3.23 1.48
C 3.95 -3.36 -0.88
C 0.36 -3.63 -0.86
N 0.17 -2.27 -1.27
C 0.82 -1.87 -2.28
C 0.55 -0.53 -2.86
N -0.18 0.30 -2.25
C -0.72 1.41 -2.98
C -0.47 2.72 -2.54
C -1.16 3.75 -3.18
C -2.04 3.51 -4.22
C -2.25 2.21 -4.64
C -1.61 1.13 -4.02
C -1.94 -0.27 -4.50
C -3.45 -0.47 -4.68
C -1.23 -0.61 -5.81
C 0.47 3.05 -1.39
C 0.82 4.54 -1.33
C 1.76 2.25 -1.37
H -3.04 -3.84 -3.49
H -2.11 -5.34 -3.31
H -1.28 -3.82 -3.63
H -2.05 -2.93 -1.46
H -3.35 -5.65 -1.01
H -4.14 -4.09 -1.24
H -3.16 -4.38 0.21
H -1.34 -6.54 -0.88
H 0.82 -7.36 -0.03
H 2.66 -5.78 0.36
H 2.37 -2.10 -0.18
H 3.81 -2.47 1.75
H 3.50 -4.21 1.71
H 2.20 -3.08 2.10
H 4.35 -4.37 -0.73
H 4.74 -2.65 -0.62
H 3.73 -3.24 -1.94
H 1.49 -2.53 -2.83
H 0.93 -0.35 -3.87
H -1.00 4.78 -2.86
H -2.56 4.33 -4.69
H -2.95 2.02 -5.44
H -1.64 -0.98 -3.72
H -3.84 0.10 -5.52
H -3.99 -0.22 -3.77
H -3.65 -1.53 -4.88
H -1.56 0.06 -6.61
H -1.46 -1.63 -6.11
H -0.14 -0.51 -5.74
H -0.09 2.80 -0.48
H 1.28 4.88 -2.26
H 1.53 4.71 -0.52
H -0.05 5.17 -1.14
H 2.30 2.37 -2.32
H 1.59 1.21 -1.18
H 2.40 2.63 -0.57
Cl 5.88 0.07 3.75
C 4.40 -0.02 2.83
C 4.44 0.14 1.44
C 3.27 0.05 0.72
C 2.00 -0.18 1.32
O 0.96 -0.31 0.57
C 2.00 -0.30 2.74
C 0.79 -0.42 3.57
O -0.34 -0.13 3.27
C 3.20 -0.24 3.46
H 5.38 0.31 0.95
H 3.31 0.14 -0.36
H 1.01 -0.79 4.60
H 3.17 -0.36 4.53
O -4.73 -1.74 -2.01
Cl -3.94 -1.09 -0.87
O -2.46 -0.76 -1.38
O -1.59 -1.68 1.10
O -1.52 1.14 0.50
C -1.69 1.45 6.02
C -1.86 2.77 5.27
C -3.05 2.77 4.31
C -2.91 1.81 3.13
Ge -1.65 2.37 1.75
C 0.19 2.83 2.28
C 0.47 4.31 2.48
C 1.96 4.63 2.65
C 2.60 3.93 3.85
H -0.87 1.50 6.73
H -1.49 0.63 5.33
H -2.60 1.20 6.58
H -0.95 2.98 4.72
H -1.98 3.58 5.99
H -3.21 3.80 3.94
H -3.96 2.53 4.88
H -3.87 1.71 2.61
H -2.62 0.81 3.46
H -2.22 3.65 1.07
H 0.81 2.44 1.48
H 0.45 2.25 3.17
H -0.08 4.68 3.36
H 0.08 4.88 1.63
H 2.09 5.71 2.75
H 2.49 4.33 1.74
H 2.06 4.16 4.77
H 3.64 4.25 3.98
H 2.60 2.85 3.72
*
```

Löwdin population analysis, charges in e, atoms 1 to 4: number 1, Ti, carries 0.837; number 2, C, carries -0.045; number 3, C, carries -0.379; number 4, C, carries -0.064